#1
ORCA calculation (ωB97M-V with the def2-TZVPD basis set) on 2 unconnected molecules or ions with the total composition C2H3ClF2S.

Each line ends with the natural charge from an NBO analysis.
CARTESIAN COORDINATES (ANGSTROEM)
1 C -1.07219 0.75666 -1.18287  0.417
2 C 1.18646 0.09925 1.24553  -0.367
3 F -1.39310 1.00190 -2.44394  -0.329
4 F -1.11263 -0.57102 -1.02977  -0.365
5 S 0.28179 -1.29339 1.29254  0.270
6 Cl 2.85764 -0.08107 1.60294  0.024
7 H -1.87935 1.18059 -0.39747  0.110
8 H -0.06739 1.02111 -0.74520  0.163
9 H 1.19877 -2.11402 1.65824  0.076

Summary:
* LUMO: -0.56 eV
* multiplicity: 1

---

#2
ORCA calculation (ωB97M-V with the def2-TZVPD basis set) on a single C2H3ClF2S molecule.

Each line ends with the natural charge from an NBO analysis.
CARTESIAN COORDINATES (ANGSTROEM)
1 C 0.46819 0.30349 0.48336  -0.616
2 C -0.13388 -0.78495 -0.35197  0.655
3 F -1.45963 -1.31265 0.38895  -0.424
4 F -0.60678 -0.40035 -1.52021  -0.298
5 S -0.60569 1.77080 0.63941  0.016
6 Cl 0.87076 -2.19922 -0.50837  0.026
7 H 0.63960 -0.06570 1.49194  0.266
8 H 1.41839 0.59789 0.03231  0.249
9 H -0.59095 2.09068 -0.65542  0.126

Summary:
* SMILES string: FC(F)(Cl)CS
* LUMO: 0.66 eV
* multiplicity: 1

---

Which of them is most stable? Easy: #2.